Entry 1:
86
Properties=species:S:1:pos:R:3 method="wB97M-V/def2-TZVPD" homo_energy_ev="-4.0912 / -8.0010" multiplicity=6 e_lumo_ev="0.31 / -0.93" e_tot_ev=-68527.1894
Ru -0.686 -0.029 0.910
O -1.090 1.445 4.635
C -0.675 0.867 3.633
N -1.448 0.755 2.469
C -2.742 1.387 2.410
C -3.415 0.999 1.128
C -4.716 1.386 0.831
C -5.275 1.012 -0.370
C -4.533 0.240 -1.253
C -3.256 -0.125 -0.894
N -2.705 0.260 0.262
C 0.595 0.212 3.470
C 1.535 0.045 4.496
C 2.664 -0.695 4.278
C 2.865 -1.301 2.990
C 1.931 -1.113 2.018
N 0.823 -0.359 2.212
H -2.661 2.478 2.448
H -3.366 1.094 3.258
H -5.265 1.984 1.547
H -6.285 1.313 -0.619
H -4.938 -0.080 -2.203
H -2.634 -0.746 -1.523
H 1.323 0.507 5.452
H 3.393 -0.832 5.066
H 3.742 -1.899 2.779
H 2.033 -1.534 1.026
C -0.769 -0.215 -4.204
O -0.257 0.337 -2.989
C -0.079 -0.489 -1.936
O -0.512 -1.633 -1.939
H -1.557 0.448 -4.555
H -1.156 -1.216 -4.032
H 0.038 -0.240 -4.938
O -2.755 -2.920 0.044
C -1.539 -3.183 0.472
O -0.853 -2.389 1.080
C -1.042 -4.582 0.160
N -2.078 -5.339 -0.564
C -2.440 -6.512 0.260
C -1.214 -6.786 1.125
C -0.721 -5.376 1.447
H -0.148 -4.449 -0.449
H -1.737 -5.628 -1.469
H -3.029 -3.747 -0.429
H -2.735 -7.344 -0.378
H -3.298 -6.258 0.889
H -0.463 -7.333 0.549
H -1.444 -7.368 2.017
H 0.337 -5.324 1.690
H -1.266 -4.959 2.296
N 0.567 0.078 -0.878
P 1.271 1.598 -0.959
C 0.152 2.853 -0.647
C -1.216 2.765 -1.111
C -2.116 3.768 -0.859
C -1.744 4.946 -0.184
C -0.384 5.101 0.170
C 0.542 4.123 -0.065
C 2.163 1.646 -2.552
C 2.679 0.513 -3.178
C 3.374 0.631 -4.372
C 3.560 1.882 -4.948
C 3.043 3.012 -4.331
C 2.340 2.892 -3.138
C 2.605 1.673 0.263
C 3.890 1.217 -0.026
C 4.876 1.243 0.950
C 4.590 1.736 2.213
C 3.316 2.200 2.506
C 2.326 2.165 1.539
H -1.530 1.912 -1.687
H -3.137 3.646 -1.210
H -2.461 5.733 0.006
H -0.055 6.023 0.638
H 1.573 4.291 0.223
H 2.538 -0.466 -2.729
H 3.771 -0.254 -4.855
H 4.105 1.974 -5.880
H 3.178 3.988 -4.782
H 1.912 3.772 -2.667
H 4.132 0.848 -1.013
H 5.871 0.881 0.718
H 5.361 1.755 2.975
H 3.083 2.575 3.495
H 1.328 2.514 1.773

***

Entry 2:
36
Properties=species:S:1:pos:R:3 method="wB97M-V/def2-TZVPD" homo_energy_ev=-4.6431 total_charge=-1 e_lumo_ev=2.67 e_tot_ev=-87220.3270
C -0.784 -0.321 0.969
C -1.965 0.205 0.092
F -2.862 -0.854 -0.279
B -2.740 1.523 0.742
C -4.329 1.602 0.340
C -5.322 0.698 1.158
C -6.109 -0.302 0.234
Br -4.490 -0.416 2.569
H -0.279 0.514 1.486
H -1.084 -1.147 1.640
H -0.017 -0.754 0.275
H -1.504 0.544 -0.868
H -2.516 1.655 1.921
H -2.204 2.480 0.207
H -4.621 2.675 0.363
H -4.415 1.287 -0.730
H -6.102 1.372 1.571
H -6.608 -1.044 0.896
H -6.884 0.209 -0.367
H -5.409 -0.868 -0.405
C 6.247 0.026 -0.494
O 5.700 -1.244 -0.805
C 4.706 -1.652 0.128
C 3.304 -1.436 -0.416
O 3.021 -0.052 -0.571
C 3.137 0.377 -1.916
H 6.807 0.373 -1.362
H 5.471 0.758 -0.263
H 6.935 -0.061 0.355
H 4.833 -1.135 1.084
H 4.853 -2.723 0.303
H 2.581 -1.834 0.302
H 3.167 -1.969 -1.362
H 2.277 0.029 -2.496
H 4.061 0.020 -2.379
H 3.143 1.467 -1.921

***

Entry 3:
6
Properties=species:S:1:pos:R:3 method="wB97M-V/def2-TZVPD" homo_energy_ev="-8.8086 / -8.8083" e_lumo_ev="-1.39 / -1.39" e_tot_ev=-23908.0109 smiles="F[PH2]=C=S"
F -1.729 -1.430 0.380
P -0.205 -0.548 0.108
C 1.217 0.416 -0.349
S 1.810 1.332 -1.359
H -0.858 0.599 -0.285
H -0.235 -0.370 1.504

***

Entry 4:
94
Properties=species:S:1:pos:R:3 method="wB97M-V/def2-TZVPD" homo_energy_ev="-9.3152 / -9.3195" total_charge=+1 e_lumo_ev="-2.44 / -2.44" e_tot_ev=-116792.5303
W 0.804 1.170 -0.049
O 2.640 3.145 3.093
C 2.373 2.404 2.180
O 1.337 2.509 1.386
C 3.204 1.219 1.804
C 4.361 0.877 2.473
C 5.062 -0.239 2.050
C 4.584 -0.958 0.966
C 3.423 -0.553 0.335
N 2.733 0.519 0.755
H 4.672 1.493 3.305
H 5.970 -0.542 2.553
H 5.097 -1.836 0.601
H 3.017 -1.080 -0.515
N 0.426 1.206 3.824
C -0.456 0.197 4.198
C -0.906 0.105 5.518
C -1.705 -0.944 5.924
C -2.089 -1.926 5.016
C -1.649 -1.840 3.711
C -0.822 -0.796 3.285
P -0.174 -0.850 1.578
C -1.647 -1.471 0.698
C -1.768 -2.701 0.062
C -2.955 -3.046 -0.578
C -4.034 -2.176 -0.577
C -3.930 -0.955 0.079
C -2.748 -0.611 0.712
C 1.050 -2.207 1.726
C 1.461 -3.026 0.670
C 2.447 -3.982 0.863
C 3.065 -4.119 2.097
C 2.685 -3.293 3.144
C 1.682 -2.353 2.962
H 0.140 1.758 3.030
H 0.702 1.817 4.581
H -0.613 0.872 6.224
H -2.039 -0.993 6.952
H -2.721 -2.747 5.325
H -1.934 -2.613 3.007
H -0.950 -3.403 0.060
H -3.035 -4.007 -1.068
H -4.958 -2.453 -1.067
H -4.776 -0.279 0.107
H -2.666 0.329 1.245
H 1.039 -2.917 -0.316
H 2.736 -4.617 0.036
H 3.835 -4.865 2.243
H 3.158 -3.386 4.113
H 1.396 -1.726 3.797
N -1.001 0.796 -1.672
C -0.426 0.009 -2.758
C -1.417 -0.570 -3.760
C -0.759 -1.157 -5.009
C 0.219 -0.208 -5.714
N 1.556 -0.162 -5.116
C 2.413 -1.166 -5.101
N 3.507 -1.068 -4.342
N 2.228 -2.243 -5.868
C 0.509 -1.011 -2.114
O 0.907 -2.016 -2.665
O 0.819 -0.683 -0.894
H -1.758 0.295 -1.212
H -1.356 1.670 -2.046
H 0.226 0.713 -3.271
H -2.087 0.243 -4.061
H -2.035 -1.334 -3.279
H -1.539 -1.438 -5.719
H -0.232 -2.068 -4.727
H -0.141 0.822 -5.689
H 0.318 -0.454 -6.774
H 1.790 0.606 -4.495
H 3.494 -0.408 -3.573
H 4.153 -1.835 -4.290
H 1.441 -2.311 -6.486
H 2.844 -3.033 -5.801
O -0.348 4.182 -0.306
C -1.203 3.417 0.262
O -0.996 2.183 0.457
C -2.518 4.008 0.582
C -2.672 5.392 0.536
C -3.910 5.947 0.811
C -4.986 5.125 1.116
C -4.834 3.745 1.157
C -3.596 3.184 0.896
H -1.826 6.019 0.292
H -4.036 7.021 0.786
H -5.954 5.563 1.322
H -5.676 3.111 1.396
H -3.463 2.113 0.924
Cl 0.031 3.520 -3.155
Si 0.929 3.341 -1.267
Cl 2.468 1.284 -2.207
Cl 2.398 4.748 -1.281

***

Entry 5:
69
Properties=species:S:1:pos:R:3 method="wB97M-V/def2-TZVPD" homo_energy_ev="-15.3957 / -19.1380" multiplicity=6 total_charge=+3 e_lumo_ev="-8.79 / -13.96" e_tot_ev=-51700.0755
Ir -0.292 -0.024 -0.287
P 0.452 1.729 -1.503
P -1.160 -1.986 0.425
N -1.237 -0.539 -2.068
C -0.261 1.392 -3.187
H -0.440 2.311 -3.771
H 0.472 0.769 -3.730
C -1.535 0.577 -2.948
H -2.337 1.254 -2.553
H -1.918 0.204 -3.926
C -2.394 -1.403 -1.921
H -2.758 -1.733 -2.921
H -3.270 -0.896 -1.437
C -2.009 -2.635 -1.097
H -1.261 -3.227 -1.656
H -2.869 -3.287 -0.865
C -2.537 -1.876 1.696
C -2.134 -1.069 2.943
H -3.031 -0.858 3.552
H -1.667 -0.109 2.676
H -1.423 -1.628 3.574
C 0.050 -3.348 0.901
C 0.705 -3.087 2.267
H 1.573 -3.757 2.404
H -0.002 -3.292 3.090
H 1.055 -2.047 2.368
C 2.308 1.854 -1.799
C 3.060 2.340 -0.550
H 4.145 2.169 -0.673
H 2.731 1.816 0.363
H 2.913 3.423 -0.396
C -0.241 3.413 -1.049
C -0.037 3.761 0.435
H -0.640 4.650 0.693
H 1.018 3.995 0.655
H -0.346 2.936 1.095
C -1.731 0.858 0.211
O -2.712 1.435 0.502
C -0.466 -4.792 0.782
H -1.194 -5.033 1.572
H -0.941 -4.986 -0.194
H 0.381 -5.495 0.886
C 2.748 2.613 -3.062
H 3.827 2.444 -3.235
H 2.209 2.274 -3.963
H 2.595 3.699 -2.961
C 0.177 4.578 -1.960
H -0.461 5.457 -1.756
H 1.222 4.878 -1.770
H 0.078 4.334 -3.032
C -3.201 -3.207 2.081
H -2.547 -3.805 2.738
H -4.135 -3.009 2.638
H -3.461 -3.821 1.201
H -3.275 -1.270 1.133
H -1.323 3.226 -1.201
H 0.825 -3.204 0.122
H 2.556 0.784 -1.948
H 1.769 -1.494 -2.088
H 2.064 -1.497 -1.341
N 2.372 1.098 4.225
N 2.185 0.554 2.964
N 3.089 -0.161 2.317
C 2.492 -0.488 1.153
N 1.239 0.035 1.119
N 1.076 0.680 2.262
H 1.619 1.641 4.673
H 3.262 0.959 4.725
H 2.979 -1.079 0.407